# 1
An isolated ion of composition C5H12N3 and charge +1 at a distorted geometry. Source: the Open Molecules 2025 dataset; level of theory: ωB97M-V with the def2-TZVPD basis set.

CARTESIAN COORDINATES (ANGSTROEM)
C 0.72088 -2.75171 2.01975
N 0.61958 -1.62283 1.10018
C 0.09800 -0.44831 1.44575
C -0.30074 0.65346 0.72108
C -0.41130 1.20414 -0.65132
C -0.46047 2.74631 -0.69737
N -0.32825 0.74730 -1.88336
N -0.07020 -0.52185 -2.26313
H 1.46673 -3.42216 1.75676
H 0.82047 -2.43812 3.16273
H -0.22785 -3.29374 1.84473
H 0.84419 -1.67169 0.03696
H 0.27167 -0.14835 2.43418
H -0.55510 1.44570 1.40040
H -0.59027 3.21556 0.25488
H -1.32055 2.99569 -1.14474
H 0.35096 3.27668 -1.26853
H -0.44585 1.50638 -2.52549
H 0.47334 -0.53315 -3.12235
H -0.95524 -0.93933 -2.62111

The calculation puts the energy above the lowest of the compared OMol25 structures with the same formula, charge and spin at 307.4 kJ/mol. The total charge is +1. The SMILES is C/[NH+]=C/C=C(/C)NN. The HOMO energy comes out at -12.6 eV. For the total energy, the calculation gives -9841.0256 eV.

Atom-resolved charges from Löwdin, all expressed in e: -0.0492 -0.0328 -0.1142 -0.0111 -0.1661 -0.0043 -0.0463 0.0689 0.0549 0.1494 0.0973 0.1863 0.1204 0.0864 0.0841 0.0447 0.1297 0.1574 0.1139 0.1308

=====

# 2
An isolated ion of composition C5H12N3 and charge +1 at a distorted geometry. Source: the Open Molecules 2025 dataset; level of theory: ωB97M-V with the def2-TZVPD basis set.

CARTESIAN COORDINATES (ANGSTROEM)
N -1.28717 1.62399 0.10928
N -1.04925 0.42976 -0.65214
C -1.88292 -0.68341 -0.24710
C -0.70971 -1.55093 0.26253
C 0.23101 -0.34962 0.00655
C 1.14000 0.48708 0.98734
N 2.00216 0.69661 -0.31867
C 1.36434 -0.52327 -0.91307
H -1.94548 1.39685 0.83907
H -1.80332 2.44527 -0.43041
H -2.56223 -1.19549 -0.95159
H -2.43150 -0.49040 0.68424
H -0.87010 -1.69859 1.29320
H -0.33287 -2.35796 -0.25593
H 0.48953 1.38824 1.39946
H 1.67805 -0.15909 1.74235
H 1.50006 1.37089 -0.73591
H 3.02994 0.86487 -0.27115
H 2.05075 -1.29291 -0.55178
H 1.38871 -0.40191 -1.99629

The calculation puts the energy above the lowest of the compared OMol25 structures with the same formula, charge and spin at 463.6 kJ/mol. The total charge is +1. The SMILES is NN1CCC12C[NH2+]C2. The HOMO energy comes out at -13.1 eV. For the total energy, the calculation gives -9839.4065 eV.

Atom-resolved charges from Löwdin, all expressed in e: -0.0119 -0.1013 -0.1609 -0.0462 -0.3478 0.0344 0.1122 -0.0481 0.0658 0.1534 0.1279 0.1133 0.1037 0.0924 0.1529 0.1497 0.1001 0.2089 0.1498 0.1517

=====

# 3
An isolated ion of composition C5H12N3 and charge +1 at a distorted geometry. Source: the Open Molecules 2025 dataset; level of theory: ωB97M-V with the def2-TZVPD basis set.

CARTESIAN COORDINATES (ANGSTROEM)
C -2.75593 0.40924 0.06265
C -1.31388 0.15755 0.01131
C -0.27868 0.61666 1.15574
N 1.00628 0.44501 0.50236
C 1.50180 1.51540 -0.31158
C 0.85977 -0.89218 -0.41016
N 1.00112 -2.10157 0.20431
N -0.55553 -0.59398 -0.81869
H -3.04756 -0.17480 0.95052
H -3.08996 0.08458 -0.86978
H -2.94098 1.41777 0.22107
H -0.33755 1.61825 1.52257
H 1.70299 0.20106 1.16659
H 2.52246 1.49787 -0.30822
H 0.97008 1.50194 -1.30193
H 1.25769 2.52714 0.16882
H 1.54078 -0.89862 -1.16478
H 2.01381 -2.29522 0.10152
H 0.59224 -2.30233 1.13818
H -0.75981 -1.23010 -1.59550

The calculation puts the energy above the lowest of the compared OMol25 structures with the same formula, charge and spin at 335.2 kJ/mol. The total charge is +1. The SMILES is CC1=C[N@H+](C)[C@@H](N)N1. The HOMO energy comes out at -12.2 eV. For the total energy, the calculation gives -9840.7382 eV.

Atom-resolved charges from Löwdin, all expressed in e: 0.0148 -0.1813 -0.0105 -0.1597 -0.0199 -0.2972 0.1246 0.1030 0.1282 0.0769 0.0802 0.0770 0.1528 0.0712 0.1329 0.1381 0.1284 0.1286 0.1386 0.1734

=====

Question: Among the records above, which one has the highest HOMO energy?
Answer: number 3

=====

Question: What is the formula in the first record?
Answer: C5H12N3

=====

Question: Look up the total charge of the third one.
Answer: +1